# 1
Molecular formula: C49H36ClGeN6O3RuS3
Method: DFT, ωB97M-V/def2-TZVPD

```
100
Properties=species:S:1:pos:R:3:forces:R:3
Ru -0.133209 1.535893 -1.354663 -0.210 0.147 0.148
C -8.780155 -3.989527 8.080417 0.002 0.021 0.021
O -8.690415 -4.349738 6.727017 0.006 -0.036 -0.086
C -7.783632 -3.652760 5.954242 -0.057 -0.052 -0.006
C -7.677452 -4.063841 4.615830 -0.028 -0.032 0.008
C -6.815326 -3.446340 3.756601 0.090 0.093 -0.037
C -5.984143 -2.349978 4.193934 0.227 0.125 -0.327
C -6.121562 -1.955539 5.570331 0.142 0.102 -0.140
C -6.994206 -2.590786 6.413948 -0.030 0.002 0.134
C -5.093593 -1.698628 3.355880 -0.029 0.114 0.373
N -4.260171 -0.628405 3.728848 0.095 0.001 -0.234
C -3.569527 -0.319853 2.640416 0.059 0.174 0.289
C -3.905731 -1.145175 1.521624 -0.011 -0.069 -0.047
N -4.867955 -1.995839 2.006463 -0.328 -0.445 -0.280
C -3.324394 -1.073755 0.250551 -0.115 -0.087 0.163
C -3.667387 -1.925466 -0.808705 0.157 0.112 -0.092
C -2.981563 -1.740667 -2.041372 0.050 0.060 0.093
C -2.031328 -0.763644 -2.133581 0.126 -0.035 -0.252
N -1.669917 0.066877 -1.108704 -0.119 0.023 -0.243
C -2.319144 -0.067491 0.074252 -0.142 -0.069 0.230
C -1.983274 0.804882 1.152438 0.130 0.093 0.058
N -1.054756 1.774632 0.911893 -0.142 -0.105 -0.179
C -0.671197 2.555778 1.892402 0.100 0.231 -0.014
C -1.159820 2.472940 3.204582 -0.049 -0.068 -0.067
C -2.131135 1.527880 3.467317 0.008 -0.026 -0.130
C -2.566031 0.686089 2.445667 -0.044 0.100 0.367
H -9.516186 -4.654860 8.528713 0.010 0.017 0.005
H -9.112004 -2.952617 8.200370 0.001 -0.004 0.023
H -7.821168 -4.114380 8.594051 -0.005 0.007 0.020
H -8.297745 -4.886433 4.283645 -0.014 -0.023 -0.021
H -6.763446 -3.794787 2.733540 0.003 -0.014 -0.043
H -5.509992 -1.139478 5.924951 0.019 0.032 0.020
H -7.058908 -2.259191 7.441571 0.001 0.009 0.004
H -5.317701 -2.722075 1.482149 0.025 0.025 0.032
H -4.425397 -2.686977 -0.689289 -0.024 -0.037 0.001
H -3.192959 -2.358285 -2.901793 0.000 -0.008 -0.038
H -1.481627 -0.583666 -3.055723 -0.165 -0.056 0.105
H 0.067848 3.311742 1.628564 -0.072 -0.109 0.030
H -0.781303 3.139882 3.965252 -0.008 0.006 0.031
H -2.569220 1.417449 4.450625 -0.019 -0.012 0.036
Cl -2.748209 2.916370 -6.065033 0.020 -0.017 -0.005
C -1.828519 3.634182 -4.694493 -0.105 0.113 -0.019
C -1.399055 2.590576 -3.658810 0.048 0.013 -0.196
O -0.696289 1.648190 -4.042635 0.043 -0.196 -0.325
O -1.721425 2.829343 -2.469105 -0.155 0.264 0.323
H -2.465176 4.395313 -4.252306 0.043 -0.070 0.001
H -0.933313 4.080083 -5.127036 -0.066 -0.010 0.064
C 1.192074 0.521360 -0.949465 0.583 -0.358 0.089
Ge 2.052817 -0.960251 -1.863277 -0.043 -0.079 -0.023
C 1.317473 -1.694035 -3.537756 0.048 0.066 -0.001
C 0.945293 -0.823834 -4.559065 -0.014 0.036 0.001
C 0.405384 -1.302785 -5.742073 -0.044 0.028 -0.094
C 0.236059 -2.666809 -5.928489 -0.028 -0.010 -0.076
C 0.605125 -3.547067 -4.923140 -0.026 -0.083 -0.005
C 1.137777 -3.060098 -3.737786 0.034 -0.087 0.091
C 3.926121 -0.503990 -2.229154 -0.079 -0.015 -0.009
C 4.660631 0.221476 -1.294810 0.063 -0.077 -0.025
C 5.974224 0.587564 -1.539274 0.121 0.069 0.053
C 6.581798 0.225115 -2.732151 0.063 0.030 -0.014
C 5.869519 -0.504193 -3.670895 0.009 -0.038 -0.072
C 4.551957 -0.862936 -3.419367 -0.046 -0.036 -0.090
C 2.010950 -2.478977 -0.618483 -0.023 0.056 0.029
C 0.780441 -2.900871 -0.114853 -0.086 0.076 -0.015
C 0.695047 -3.963616 0.769210 -0.059 -0.052 0.055
C 1.846599 -4.626667 1.170211 -0.001 -0.048 0.025
C 3.077291 -4.217957 0.681797 0.042 -0.055 0.047
C 3.154378 -3.151583 -0.204132 0.100 0.000 -0.036
H 1.020275 0.243307 -4.416238 0.027 0.129 0.021
H 0.093493 -0.600340 -6.504861 -0.008 0.010 -0.015
H -0.195474 -3.041912 -6.849007 -0.008 -0.008 -0.021
H 0.465331 -4.614152 -5.054878 0.003 -0.010 -0.003
H 1.404852 -3.758496 -2.953138 0.017 -0.024 0.039
H 4.199368 0.513991 -0.367446 -0.064 0.011 0.185
H 6.516174 1.164579 -0.798736 -0.010 -0.002 0.013
H 7.605338 0.517309 -2.932258 0.032 0.007 -0.002
H 6.336147 -0.786402 -4.607699 0.004 -0.005 -0.010
H 3.999595 -1.418322 -4.168707 -0.026 -0.018 -0.022
H -0.128203 -2.385266 -0.409481 -0.030 0.027 -0.028
H -0.271213 -4.268269 1.153040 -0.013 -0.004 0.003
H 1.783753 -5.454588 1.865689 -0.001 -0.020 0.020
H 3.981643 -4.725166 0.996658 0.017 -0.012 0.005
H 4.124640 -2.837512 -0.572349 0.026 0.024 -0.018
S 5.268386 2.951180 2.144957 -0.027 0.240 -0.180
C 4.277739 3.451938 0.875038 0.253 -0.108 0.087
S 2.838164 2.576308 0.479786 -0.008 0.245 0.171
C 2.567531 3.629713 -0.892679 0.011 -0.019 -0.212
N 3.492168 4.536205 -1.038146 -0.301 -0.152 0.025
N 4.445036 4.431373 -0.040834 -0.006 -0.026 0.184
C 5.517056 5.352164 -0.175897 0.079 -0.054 0.062
C 6.224166 5.834565 0.920665 -0.076 -0.022 -0.123
C 7.248546 6.747536 0.722843 0.049 0.034 0.008
C 7.575461 7.188757 -0.550352 -0.017 -0.011 -0.005
C 6.853794 6.712451 -1.637244 0.029 0.039 0.004
C 5.827075 5.803559 -1.458177 0.045 -0.045 0.048
S 1.237866 3.464111 -1.948340 -0.100 0.103 -0.053
H 5.973899 5.498756 1.910869 -0.039 -0.088 0.096
H 7.789981 7.116731 1.585285 0.022 0.015 -0.013
H 8.378966 7.899340 -0.696467 0.014 0.016 0.008
H 7.085339 7.050045 -2.639717 0.029 0.017 0.000
H 5.250961 5.438738 -2.294064 -0.011 -0.014 0.001
```
Positions in Å, forces in eV/Å.

Calculated values
Gap between HOMO and LUMO (spin up / spin down), Ha: 0.1471 / 0.1472
Spin multiplicity: 6
⟨S²⟩: 8.832
Charge: -2

***

# 2
Molecular formula: C8H11NOS
Method: DFT, ωB97M-V/def2-TZVPD

```
22
Properties=species:S:1:pos:R:3:forces:R:3
C 2.515391 -1.724875 -0.323312 1.356 -3.776 -0.967
C 2.239819 -0.406113 -0.098834 -0.943 3.597 0.965
C -2.159419 0.099797 0.174433 -0.378 2.043 -2.275
C -1.421171 -0.024192 -1.196692 -1.185 -2.597 -0.609
C -1.229371 0.825670 1.142276 -2.314 1.710 2.199
C -0.076114 -0.749942 -1.120684 -1.608 1.803 3.866
C 0.150930 0.269728 1.269998 1.474 -0.287 -0.954
C 0.772450 0.115933 -0.158852 0.606 -1.524 0.420
N 2.790680 -2.823609 -0.611616 -0.564 1.695 0.617
O 2.886582 2.016699 0.334234 -0.093 0.818 0.257
S 3.450877 0.680124 0.247675 -0.784 -1.687 -0.586
H -3.232129 0.496976 -0.119452 2.183 -0.075 1.226
H -2.352525 -0.813313 0.672414 -0.108 -1.521 -0.095
H -2.009661 -0.719538 -1.837966 -0.133 0.607 0.240
H -1.336423 0.871518 -1.788392 -0.072 0.777 0.296
H -1.094124 1.923369 1.072706 -0.293 -0.379 -1.153
H -1.751539 0.871551 2.144986 0.638 -0.610 -0.622
H -0.329770 -1.737312 -0.741420 0.709 -0.278 -0.025
H 0.402233 -0.727081 -2.012286 1.265 -0.521 -2.985
H 0.723932 1.118460 1.672676 0.193 -0.846 0.678
H 0.276015 -0.690068 1.816974 -0.240 0.724 -0.068
H 0.783333 1.126220 -0.538866 0.290 0.330 -0.426
```
Positions in Å, forces in eV/Å.

Calculated values
Gap between HOMO and LUMO (spin up / spin down), Ha: 0.3062 / 0.3062

***

# 3
Molecular formula: C2H11N5O
Method: DFT, ωB97M-V/def2-TZVPD

```
19
Properties=species:S:1:pos:R:3:forces:R:3
C 0.500616 -0.136552 0.726013 -0.915 2.685 -5.394
C -0.518745 0.042529 -1.896842 -1.731 0.219 -2.115
N -1.778782 -0.458101 0.809144 1.269 -3.473 -2.095
N 0.132457 0.926056 -1.008680 2.065 -0.744 4.845
N -0.512167 -0.562801 1.353519 -1.749 0.888 1.540
N 1.526107 1.319063 -1.495679 -2.484 -2.708 -3.334
N -0.277420 -0.943692 2.646936 0.323 -1.932 1.700
O 1.729839 -0.133723 0.894192 1.514 -0.234 0.489
H -1.406345 -0.348494 -1.362412 0.937 -0.289 -0.321
H -1.022964 0.615638 -2.725924 0.425 0.310 0.767
H 0.089302 -0.621056 -2.489245 0.360 -1.032 0.471
H -2.296183 -1.337819 0.856070 0.575 -0.035 -0.013
H -2.371529 0.228481 1.076407 -1.492 3.286 1.722
H 1.793171 2.231916 -1.195185 0.546 0.753 1.120
H 2.287797 0.544722 -1.547074 -1.309 1.625 0.314
H 1.138989 1.495060 -2.493727 1.664 -0.194 1.175
H -0.441888 -0.282557 3.428991 -0.220 -0.129 -1.150
H -0.692721 -1.879624 2.824738 0.470 0.939 0.004
H 2.120465 -0.699046 1.598756 -0.249 0.065 0.275
```
Positions in Å, forces in eV/Å.

Calculated values
Gap between HOMO and LUMO, Ha: 0.3504
Charge: +2

***

# 4
Molecular formula: CH7OS2
Method: DFT, ωB97M-V/def2-TZVPD

```
11
Properties=species:S:1:pos:R:3:forces:R:3
O -3.232299 -0.369373 1.184653 0.857 0.704 0.252
H 0.748571 0.314994 0.359663 -0.307 1.012 -0.278
H -2.409416 0.158562 1.093995 -1.141 -0.874 0.106
H -3.483796 -0.234186 2.109745 -0.172 -0.165 -0.166
C 2.008570 -0.709546 -1.726904 1.235 -1.233 -1.316
S 1.628691 -0.828296 -0.010658 -0.349 -0.115 0.160
S -0.793584 1.308786 0.311457 1.763 -0.676 -0.766
H 2.464610 -1.674752 -2.163085 -1.031 0.649 1.342
H 2.766884 -0.016378 -2.101314 -0.610 0.740 0.673
H 1.042749 -0.668627 -2.211894 -0.237 0.197 -0.544
H -0.684347 1.644810 -1.015687 -0.008 -0.240 0.537
```
Positions in Å, forces in eV/Å.

Calculated values
Gap between HOMO and LUMO, Ha: 0.1785
Charge: +1

***

# 5
Molecular formula: C32H31EuF7N2O3
Method: DFT, ωB97M-V/def2-TZVPD

```
76
Properties=species:S:1:pos:R:3:forces:R:3
Eu 9.837342 9.359891 9.830868 0.460 -1.274 1.989
C 12.336019 7.176900 10.910867 -0.196 1.521 -0.190
C 12.960367 7.862024 9.844967 -0.784 0.519 0.715
C 13.093587 9.235250 10.244518 -0.686 -0.563 -0.938
C 12.579934 9.407106 11.537968 -1.838 -0.714 -0.367
C 11.972587 8.136134 11.912988 0.570 0.302 -1.736
C 11.045509 7.838549 13.026655 -0.589 -0.409 0.966
C 12.674963 10.670418 12.340113 0.336 -0.037 0.403
C 13.629522 10.294362 9.360643 0.788 0.813 -0.452
C 13.466552 7.212373 8.595440 -0.181 0.105 0.472
C 12.010887 5.751653 10.927573 -1.268 -0.705 -0.053
H 11.642506 7.630867 13.916486 -0.199 -0.194 0.464
H 10.362700 6.950674 12.844935 0.965 1.032 0.044
H 10.393887 8.698997 13.265518 0.228 -0.360 -0.091
H 12.094832 11.539353 12.012251 -0.169 -0.277 -0.125
H 13.715668 10.994321 12.298252 0.218 0.112 0.252
H 12.419730 10.477976 13.393692 0.050 0.158 -0.352
H 14.721777 10.427407 9.482325 -0.155 0.014 -0.279
H 13.199000 11.267071 9.613082 -0.026 0.153 0.077
H 13.418967 10.148191 8.274829 0.214 -0.159 0.656
H 14.229151 7.832247 8.153713 0.285 0.230 -0.487
H 12.680694 6.991667 7.858333 0.238 -0.028 0.037
H 13.943929 6.287576 8.901659 0.080 -0.387 -0.281
H 12.096962 5.316270 11.919184 0.388 -0.172 0.258
H 12.555098 5.143704 10.201580 0.214 0.085 0.058
H 10.880013 5.644403 10.708883 2.461 0.006 0.202
F 5.689667 12.980314 8.516269 0.191 -0.842 -0.664
C 6.426290 11.950455 7.969038 0.300 0.240 -0.279
C 7.050738 11.053633 8.806840 0.430 -0.204 -0.114
C 8.031677 10.155993 8.321071 -0.663 -0.115 -0.384
C 8.159874 10.003273 6.912234 -0.492 0.806 0.194
C 7.431783 10.883686 6.096295 0.702 0.241 -0.016
F 7.638116 10.852196 4.732322 -0.507 0.208 0.486
C 6.629664 11.899020 6.581460 -0.765 0.284 -0.066
C 8.882568 8.836312 6.357625 0.400 -0.892 0.455
C 8.952549 8.452558 5.020046 -0.064 -0.693 0.484
C 9.439232 7.169028 4.694779 0.259 0.947 0.641
C 9.857478 6.312502 5.691805 -0.688 -0.258 0.308
C 9.689870 6.763134 7.024252 0.744 -1.602 -0.849
N 9.330611 7.974758 7.325024 -0.477 1.354 0.497
H 6.773361 11.017817 9.855264 0.304 0.385 0.084
H 6.089869 12.556490 5.883824 0.433 -0.256 0.452
H 8.512620 9.086068 4.279301 0.162 0.036 -0.336
H 9.493074 6.891159 3.663726 -0.017 -0.221 -0.467
H 10.159153 5.277759 5.465208 -0.093 0.668 0.268
H 9.800424 6.044249 7.845069 0.407 0.434 -0.068
C 7.171368 5.964979 10.743247 -0.934 0.828 -1.000
C 8.622259 6.406130 10.719586 -0.639 -2.034 -0.146
O 9.439369 5.448444 10.579635 -2.555 1.989 -0.124
O 8.800745 7.661267 10.863802 1.057 -0.542 -0.734
H 6.883374 5.617983 11.721643 0.098 -0.476 0.350
H 6.995291 5.214400 9.959527 0.173 -0.086 0.537
H 6.487431 6.800321 10.530169 0.364 -0.093 0.075
F 10.050016 11.466986 13.077624 -0.993 -0.288 -0.375
C 8.705099 11.130164 13.104730 -0.807 -0.581 0.656
C 8.108504 10.199346 12.290471 2.192 0.037 -2.132
C 6.803618 9.842454 12.389314 0.163 0.716 1.073
F 6.204464 8.979045 11.521853 0.010 0.146 0.179
C 6.033880 10.379938 13.423806 0.485 -0.407 -0.826
F 4.772274 9.978310 13.625548 -0.411 0.251 0.210
C 6.618886 11.344091 14.219659 -0.053 0.655 0.787
F 5.859844 12.004061 15.134102 0.046 -0.301 0.028
C 7.963967 11.701893 14.118266 0.012 0.097 -0.458
F 8.502774 12.630116 14.938725 -0.372 0.003 0.143
C 10.960718 14.828415 8.149779 -1.031 -1.987 -0.370
N 10.251723 13.889399 9.078609 0.652 1.284 -0.660
C 9.318372 14.551254 10.011585 -0.162 -1.098 -0.057
C 10.537089 12.587966 9.070843 -1.191 -1.303 1.371
O 10.082727 11.771724 9.924762 0.923 1.240 -1.497
H 11.514131 15.529810 8.744594 0.154 0.549 0.016
H 10.217119 15.259407 7.458560 0.340 0.289 0.518
H 11.634397 14.231129 7.517184 -0.022 0.271 0.340
H 9.789480 15.343817 10.578956 0.432 0.060 0.037
H 8.948925 13.790827 10.704256 -0.017 0.146 -0.098
H 8.474954 14.993170 9.469776 0.160 -0.232 -0.105
H 11.148551 12.202812 8.226603 -0.045 0.575 0.396
```
Positions in Å, forces in eV/Å.

Calculated values
Gap between HOMO and LUMO (spin up / spin down), Ha: 0.1722 / 0.1948
Spin multiplicity: 7
⟨S²⟩: 12.089
Charge: -1

***

Strongest force on any atom (computed, eV/A): 0.690; 4.559; 6.094; 2.186; 3.240
DFT total energy (computed, eV): -170605.4969; -22844.9453; -11726.7920; -24856.0925; -81159.5717